Model a:
Entry from the OMol25 dataset: one molecule with the formula C2H6O2S (wB97M-V/def2-TZVPD).

Results
total charge = 0
multiplicity = 1
highest occupied orbital energy = -9.056 eV
SMILES string = OC(O)CS
HOMO-LUMO gap = 9.7 eV

XYZ file:
```
11
Properties=species:S:1:pos:R:3:nbo_charge:R:1
O -0.56880 -1.42921 0.01887 -0.714
C -0.46784 -0.13900 -0.39671 0.428
O -1.59044 0.59158 -0.19728 -0.713
C 0.67484 0.68570 0.23997 -0.562
S 2.33409 0.02903 -0.17310 -0.064
H -1.56407 -1.84031 -0.01685 0.510
H -0.14928 0.08640 -1.66538 0.050
H -1.31653 1.49380 -0.54119 0.478
H 0.52981 0.77592 1.37032 0.226
H 0.85580 1.68233 -0.13715 0.227
H 2.39507 -1.19145 0.41609 0.136
```

---

Model b:
Entry from the OMol25 dataset: a 2-piece molecular cluster, C2H6O2S overall (wB97M-V/def2-TZVPD).

Results
total charge = 0
multiplicity = 1
highest occupied orbital energy = -9.337 eV
SMILES string = O=CO.CS
HOMO-LUMO gap = 9.9 eV

XYZ file:
```
11
Properties=species:S:1:pos:R:3:nbo_charge:R:1
O -1.62680 0.63203 1.37045 -0.528
C -1.46024 1.49865 0.53789 0.607
O -0.18959 2.08244 0.29178 -0.704
H -2.34209 2.14218 0.32053 0.132
H 0.30199 1.24397 -0.01890 0.486
C 0.47455 -1.19795 -0.66462 -0.752
S 1.72119 -0.61479 0.47281 -0.049
H 0.80044 -1.57389 -1.62674 0.223
H -0.18578 -0.36736 -0.93857 0.207
H -0.00378 -2.08699 -0.14850 0.232
H 2.51013 -1.75829 0.40386 0.145
```

---

What should be chosen as the most stable of them? Choose model b.

---

Model a:
Entry from the OMol25 dataset: a 2-piece molecular cluster, C5H13NO3S overall (wB97M-V/def2-TZVPD).

Results
total charge = 0
multiplicity = 1
highest occupied orbital energy = -8.195 eV
HOMO-LUMO gap = 8.8 eV

XYZ file:
```
23
Properties=species:S:1:pos:R:3:nbo_charge:R:1
C 1.39475 2.31876 -0.63889 -0.646
C 0.62992 -1.46378 1.66312 -0.411
C 0.23456 -2.50395 -0.48036 -0.396
C 1.08413 1.02344 0.13342 -0.309
C 0.52337 -0.10864 -0.39715 -0.048
N 0.38198 -1.31567 0.23971 -0.449
O -1.80035 2.24816 0.33358 -0.964
O -3.98542 1.68160 -0.96502 -0.869
O -2.41813 -0.19164 -0.39724 -0.916
S -2.61967 1.31011 -1.03868 1.720
H 1.31095 3.12920 0.03123 0.219
H 2.49621 2.17493 -0.92607 0.228
H 0.67846 2.25998 -1.50582 0.221
H 0.25192 -0.65595 2.19902 0.209
H 0.20767 -2.47826 1.96454 0.209
H 1.68508 -1.59420 2.01669 0.188
H -0.32057 -2.24500 -1.49665 0.199
H 1.13610 -2.92824 -0.87376 0.181
H -0.24583 -3.38130 0.01173 0.215
H 1.44890 0.89430 1.17207 0.202
H -0.84085 2.30780 0.40225 0.490
H 0.23585 -0.21241 -1.41747 0.202
H -1.46904 -0.26926 -0.03026 0.527
```

---

Model b:
Entry from the OMol25 dataset: one molecule with the formula C5H13NO3S (wB97M-V/def2-TZVPD).

Results
total charge = 0
multiplicity = 1
highest occupied orbital energy = -10.538 eV
SMILES string = NCCCCCS(=O)(=O)O
HOMO-LUMO gap = 11.1 eV

XYZ file:
```
23
Properties=species:S:1:pos:R:3:nbo_charge:R:1
N 0.87931 -1.81541 -0.40912 -0.857
C -0.60849 -1.92067 -0.23772 -0.217
C -1.18175 -1.02536 0.88093 -0.428
C -1.72736 0.31383 0.47623 -0.390
C -0.77946 1.18238 -0.31105 -0.404
C 0.47490 1.39024 0.52248 -0.671
S 1.91003 1.90621 -0.42547 2.344
O 3.15791 1.88865 0.32495 -0.910
O 1.47436 3.04071 -1.21727 -0.915
O 1.94679 0.58813 -1.37760 -0.954
H 1.45251 -2.19607 0.39891 0.374
H 1.13553 -2.38657 -1.15844 0.371
H -0.76182 -2.96203 -0.09486 0.186
H -1.01182 -1.68706 -1.21311 0.198
H -0.42218 -0.83314 1.65498 0.204
H -1.98036 -1.65201 1.31475 0.227
H -2.79242 0.25008 -0.00296 0.214
H -1.93773 0.87404 1.40131 0.203
H -0.55157 0.60357 -1.22770 0.214
H -1.27687 2.05246 -0.55654 0.226
H 0.34008 2.19152 1.19175 0.239
H 0.65907 0.45384 0.98226 0.227
H 1.60135 -0.25733 -0.91672 0.520
```

---

What should be chosen as the most stable of them? Choose model b.

---

Model a:
Entry from the OMol25 dataset: a 2-piece molecular cluster, C5H11NO overall (wB97M-V/def2-TZVPD).

Results
total charge = +1
multiplicity = 2
⟨S²⟩ = 0.761
highest occupied orbital energy (alpha / beta) = -14.755 / -14.744 eV
HOMO-LUMO gap (alpha / beta) = 10.3 / 7.6 eV

XYZ file:
```
18
Properties=species:S:1:pos:R:3:nbo_charge:R:1
C -2.16091 0.02540 0.92093 -0.430
N -0.91349 0.46365 0.25419 -0.427
C -0.18527 -0.30754 -0.53193 0.258
C -0.22129 -1.72161 -0.53481 -0.167
C 1.81848 0.00093 -1.94225 -0.195
C 0.62349 0.40879 -1.51801 -0.308
H -2.10938 -1.04795 1.08227 0.218
H -3.02063 0.16479 0.26517 0.242
H -2.23657 0.51258 1.88228 0.246
H -1.03108 1.41403 -0.08848 0.426
H -0.56692 -2.20471 0.37059 0.216
H 0.24889 -2.24917 -1.35291 0.237
H 2.25660 -0.96862 -1.73829 0.207
H 2.51482 0.66317 -2.41733 0.235
H 0.35899 1.39902 -1.85775 0.240
H 1.90898 1.04483 3.05413 0.475
H 0.98712 0.92636 1.94827 0.442
O 1.72818 1.47604 2.20392 -0.915
```

---

Model b:
Entry from the OMol25 dataset: an isolated ion of composition C5H11NO and charge +1 (wB97M-V/def2-TZVPD).

Results
total charge = +1
multiplicity = 2
⟨S²⟩ = 0.757
highest occupied orbital energy (alpha / beta) = -16.106 / -16.011 eV
HOMO-LUMO gap (alpha / beta) = 12.1 / 8.1 eV

XYZ file:
```
18
Properties=species:S:1:pos:R:3:nbo_charge:R:1
C -0.48798 -1.46019 -1.03571 0.512
N -0.34245 -0.04489 -0.70415 -0.019
C -0.35746 0.87120 -1.80578 -0.479
C -0.72884 -0.50726 1.68749 -0.639
C -0.00195 0.37205 0.67087 -0.069
C 1.51369 0.51449 0.80313 -0.608
O 0.38420 -2.20307 -0.74915 -0.380
H -1.39231 -1.71433 -1.60909 0.180
H -0.84039 1.80079 -1.50191 0.266
H -0.95613 0.43637 -2.61292 0.252
H 0.64562 1.05870 -2.21372 0.287
H -0.65311 0.00654 2.64706 0.259
H -0.19094 -1.43642 1.82659 0.241
H -1.78732 -0.60910 1.46243 0.234
H -0.50221 1.35631 0.69286 0.238
H 1.96214 -0.46693 0.96339 0.244
H 1.91145 0.87389 -0.14496 0.221
H 1.82398 1.15184 1.62357 0.262
```

---

Model c:
Entry from the OMol25 dataset: an isolated ion of composition C5H11NO and charge +1 (wB97M-V/def2-TZVPD).

Results
total charge = +1
multiplicity = 2
⟨S²⟩ = 0.759
highest occupied orbital energy (alpha / beta) = -15.266 / -16.034 eV
HOMO-LUMO gap (alpha / beta) = 10.7 / 7.8 eV

XYZ file:
```
18
Properties=species:S:1:pos:R:3:nbo_charge:R:1
O -0.43485 1.73412 1.93122 -0.292
C -0.07504 2.00502 0.85562 0.470
C 0.14539 0.87020 -0.34029 -0.087
C 0.47560 -0.48055 0.27007 -0.241
C 1.27136 -1.30219 -0.75675 -0.600
C -0.73128 -1.21561 0.85050 -0.625
N -1.00210 0.89993 -1.10918 -0.540
H 0.09652 3.04402 0.54205 0.218
H 0.96250 1.28904 -0.92755 0.261
H 1.14479 -0.33440 1.12559 0.237
H 0.80276 -1.24626 -1.75045 0.216
H 1.30942 -2.34095 -0.45261 0.245
H 2.27150 -0.89857 -0.89047 0.228
H -1.47742 -1.45663 0.07972 0.203
H -0.41073 -2.16855 1.24758 0.255
H -1.23815 -0.62335 1.60540 0.230
H -1.27481 1.76675 -1.56380 0.411
H -1.83548 0.45798 -0.71663 0.412
```

---

What should be chosen as the most stable of them? Choose model b.

---

Model a:
Entry from the OMol25 dataset: an isolated ion of composition C4H10N3O and charge +1 (wB97M-V/def2-TZVPD).

Results
total charge = +1
multiplicity = 1
highest occupied orbital energy = -14.467 eV
SMILES string = C[N@@H+]1CN=CN1CO
HOMO-LUMO gap = 11.5 eV

XYZ file:
```
18
Properties=species:S:1:pos:R:3:nbo_charge:R:1
C -0.51653 1.81851 0.39109 -0.448
N -0.27877 0.55904 -0.25588 -0.235
C -1.65855 -0.01517 -0.76355 -0.072
N -1.67075 -1.27746 -0.14229 -0.400
C -0.66670 -1.47390 0.56950 0.257
N 0.29477 -0.45631 0.60357 -0.293
C 1.68408 -0.69000 0.49250 0.076
O 1.91943 -0.93742 -0.91512 -0.772
H -0.83502 1.52815 1.37711 0.244
H 0.35650 2.43180 0.45707 0.243
H -1.41431 2.51301 0.00055 0.258
H 0.33032 0.59922 -1.05152 0.452
H -1.68424 -0.30968 -1.86160 0.255
H -2.40208 0.79407 -0.54143 0.237
H -0.42277 -2.51425 0.72716 0.246
H 1.75772 -1.55906 1.22779 0.221
H 2.30814 0.21639 0.84783 0.204
H 2.89875 -1.22694 -1.16276 0.526
```

---

Model b:
Entry from the OMol25 dataset: an isolated ion of composition C4H10N3O and charge +1 (wB97M-V/def2-TZVPD).

Results
total charge = +1
multiplicity = 1
highest occupied orbital energy = -14.626 eV
SMILES string = CC(=O)N1CNC[NH2+]1
HOMO-LUMO gap = 11.0 eV

XYZ file:
```
18
Properties=species:S:1:pos:R:3:nbo_charge:R:1
C -2.26069 -0.84532 0.03007 -0.783
C -1.08076 -0.82559 -0.93633 0.702
O -0.85636 -1.54724 -1.89638 -0.502
N -0.09297 0.26833 -0.69863 -0.328
C 1.40686 0.23629 -1.10099 -0.046
N 2.03580 -0.08011 0.05910 -0.600
C 1.48350 0.52484 1.17549 -0.007
N -0.01989 0.98309 0.51081 -0.415
H -2.66876 -1.83782 -0.11404 0.283
H -3.05613 -0.12866 -0.23938 0.272
H -2.19473 -0.79697 1.13240 0.246
H 1.53180 1.20340 -1.35191 0.196
H 1.36915 -0.61399 -1.83387 0.279
H 2.11454 -1.13021 0.18624 0.410
H 1.18148 0.00807 2.07262 0.233
H 1.87441 1.47193 1.56571 0.211
H -0.82285 1.05878 1.05666 0.434
H 0.05559 2.05118 0.38244 0.415
```

---

What should be chosen as the most stable of them? Choose model b.

---

Model a:
Entry from the OMol25 dataset: a 2-piece molecular cluster, C3H11N3 overall (wB97M-V/def2-TZVPD).

Results
total charge = 0
multiplicity = 1
highest occupied orbital energy = -8.468 eV
SMILES string = [H]/N=C/N.CNC
HOMO-LUMO gap = 9.6 eV

XYZ file:
```
17
Properties=species:S:1:pos:R:3:nbo_charge:R:1
H -2.74942 -2.13406 0.14071 0.327
N -1.78922 -2.08456 -0.10692 -0.692
C -1.73156 -1.54126 -1.31492 0.257
N -0.42268 -1.22064 -1.73540 -0.818
H -2.56735 -1.38342 -2.04586 0.167
H 0.32309 -1.70381 -1.13779 0.398
H -0.34185 -1.59953 -2.70150 0.361
C 1.11434 1.19201 2.20816 -0.433
N 1.50770 1.08936 0.82243 -0.637
C 0.99134 2.13111 -0.05836 -0.414
H 0.17808 0.67918 2.52301 0.197
H 1.21199 2.24690 2.59706 0.163
H 1.73088 0.66918 2.95502 0.201
H 2.51613 0.90097 0.77288 0.361
H 1.37720 3.15776 -0.03950 0.164
H 1.00231 1.69100 -1.05086 0.205
H 0.00358 2.29560 0.11672 0.193
```

---

Model b:
Entry from the OMol25 dataset: C3H11N3 as an isolated structure (wB97M-V/def2-TZVPD).

Results
total charge = 0
multiplicity = 1
highest occupied orbital energy = -7.779 eV
HOMO-LUMO gap = 8.9 eV

XYZ file:
```
17
Properties=species:S:1:pos:R:3:nbo_charge:R:1
C 0.35886 -2.41063 -0.30844 -0.654
C 0.76477 -0.98018 -0.73315 -0.356
C -0.07794 0.26948 0.63466 -0.228
N -1.39613 2.11930 0.03301 -0.693
N 0.86835 2.51329 0.48325 -0.681
N -0.09130 1.59665 -0.03765 -0.180
H -0.74895 -2.51549 -0.20907 0.211
H 0.60434 -3.13126 -1.18333 0.209
H 0.97775 -2.79145 0.59783 0.215
H 0.58253 -0.61767 -1.80294 0.202
H 1.75800 -0.77452 -0.53979 0.181
H -1.07223 -0.03290 0.99496 0.172
H 0.73473 0.05042 1.34404 0.209
H -2.07571 1.35004 0.19853 0.347
H -1.63792 2.53229 -0.85709 0.348
H 1.11431 2.98498 -0.42759 0.349
H 0.63366 3.22355 1.14616 0.348
```

---

Model c:
Entry from the OMol25 dataset: a 2-piece molecular cluster, C3H11N3 overall (wB97M-V/def2-TZVPD).

Results
total charge = 0
multiplicity = 1
highest occupied orbital energy = -8.952 eV
SMILES string = C=NC.NCN
HOMO-LUMO gap = 10.1 eV

XYZ file:
```
17
Properties=species:S:1:pos:R:3:nbo_charge:R:1
C -0.78206 -0.39260 -1.85450 -0.043
N -1.02376 -1.09055 -0.83610 -0.423
C -2.39109 -1.49046 -0.34124 -0.450
H 0.08119 -0.34713 -2.50643 0.190
H -1.68477 -0.05711 -2.51472 0.104
H -2.08846 -1.67253 0.68582 0.220
H -3.19227 -0.71972 -0.41310 0.189
H -2.70941 -2.31660 -0.98714 0.215
N 1.16726 0.01567 1.72668 -0.873
C 1.98521 0.88155 0.86527 -0.053
N 1.30583 1.95296 0.09111 -0.833
H 0.56900 -0.55226 1.14957 0.373
H 1.75031 -0.50134 2.35861 0.365
H 2.38188 0.21475 0.10316 0.151
H 2.69740 1.35717 1.54225 0.168
H 1.61045 2.79553 0.57268 0.347
H 0.32329 1.92266 0.35806 0.354
```

---

What should be chosen as the most stable of them? Choose model a.

---

Model a:
Entry from the OMol25 dataset: a 2-piece molecular cluster, C3H11N3 overall (wB97M-V/def2-TZVPD).

Results
total charge = 0
multiplicity = 1
highest occupied orbital energy = -8.851 eV
SMILES string = [H]/N=C/N.CNC
HOMO-LUMO gap = 9.7 eV

XYZ file:
```
17
Properties=species:S:1:pos:R:3:nbo_charge:R:1
H -3.83789 0.12260 -1.40555 0.331
N -3.48356 -0.00687 -0.46137 -0.724
C -2.21603 0.14211 -0.51972 0.271
N -1.39140 0.09823 0.54920 -0.839
H -1.69938 -0.06163 -1.46460 0.133
H -0.43562 -0.25338 0.55562 0.423
H -1.79692 0.13898 1.47086 0.385
C 2.80373 -0.24805 1.16618 -0.419
N 1.61178 0.07607 0.37294 -0.645
C 1.80458 -0.05006 -1.07665 -0.413
H 2.63746 -1.11747 1.80091 0.194
H 3.67708 -0.47155 0.55078 0.184
H 3.06293 0.57940 1.82910 0.196
H 1.40273 1.05326 0.53348 0.358
H 2.59378 0.60171 -1.47656 0.171
H 0.85948 0.16733 -1.57223 0.199
H 2.14514 -1.06248 -1.28668 0.194
```

---

Model b:
Entry from the OMol25 dataset: a 2-piece molecular cluster, C3H11N3 overall (wB97M-V/def2-TZVPD).

Results
total charge = 0
multiplicity = 1
highest occupied orbital energy = -8.230 eV
SMILES string = C=CN.NCN
HOMO-LUMO gap = 9.1 eV

XYZ file:
```
17
Properties=species:S:1:pos:R:3:nbo_charge:R:1
C -1.71599 1.15982 -2.25155 -0.510
C -1.70572 -0.19744 -1.88938 0.006
N -0.65618 -1.09541 -1.52424 -0.873
H -0.80139 1.80572 -2.28630 0.182
H -2.60315 1.70473 -2.46607 0.201
H -2.74895 -0.49318 -1.62045 0.173
H -0.09695 -0.63166 -0.73148 0.408
H -0.93867 -2.00730 -1.19707 0.367
N 1.13219 0.24981 0.37012 -0.861
C 1.24146 -0.64645 1.48508 -0.059
N 1.45230 0.06201 2.87385 -0.855
H 1.88258 0.54500 -0.18499 0.385
H 0.53257 0.96438 0.64585 0.366
H 2.12235 -1.28223 1.36219 0.182
H 0.48972 -1.34290 1.37456 0.180
H 0.51555 0.24051 3.26856 0.351
H 1.89828 0.96458 2.77132 0.358
```

---

What should be chosen as the most stable of them? Choose model a.